# 1
DFT (the ωB97M-V functional and the def2-TZVPD basis) results for a cluster of 9 separate species, C17H35Cl4F12N3O9S in total at a distorted geometry.

Geometry as XYZ:
```
81
Properties=species:S:1:pos:R:3:forces:R:3
N 1.341 -3.061 -3.979 -0.085 -1.437 0.175
H 2.318 -3.042 -4.236 0.145 0.413 -0.551
H 1.212 -3.893 -3.421 -0.086 -1.224 0.375
H 0.650 -3.107 -4.715 0.130 0.333 -0.643
H 1.081 -2.370 -3.290 -0.204 1.861 0.544
N 0.918 -3.462 1.939 0.036 -1.234 0.040
H 0.801 -2.734 1.249 -0.322 1.555 -0.361
H 1.904 -3.592 2.119 0.523 0.265 0.384
H 0.608 -4.292 1.453 -0.197 -0.924 -0.543
H 0.339 -3.415 2.765 -0.017 0.762 0.464
N -1.640 -4.573 -1.165 0.528 -2.202 -0.741
H -2.458 -5.114 -1.403 -1.103 0.321 0.580
H -1.571 -3.565 -1.169 -0.537 1.449 -0.103
H -0.994 -4.939 -1.850 1.009 0.253 -1.526
H -1.087 -4.955 -0.411 -0.071 -0.373 1.763
C -0.948 0.625 -0.976 -0.937 -1.441 -0.710
F -1.917 0.714 -1.962 1.634 0.108 1.259
F -0.059 1.579 -1.063 0.568 0.368 -0.945
F -1.502 0.742 0.200 -0.651 -0.341 0.398
S -0.139 -1.124 -1.112 0.404 -0.272 1.253
O 0.613 -1.326 0.149 -0.768 0.493 -1.329
O -1.251 -2.050 -1.277 -0.166 0.843 0.193
O 0.704 -1.108 -2.301 0.241 0.640 0.107
C 2.443 -1.427 5.897 -1.002 -0.279 -0.407
C 2.023 -0.879 4.485 1.496 0.074 1.721
O 0.611 -0.888 4.241 -2.416 0.952 -0.584
C -0.341 0.115 4.617 2.899 -0.174 1.080
O -0.154 0.887 5.525 -0.672 -1.143 -1.783
C -1.666 0.113 3.745 0.562 -0.486 -0.696
F -1.783 1.268 3.047 0.047 -1.056 1.061
F -1.674 -0.899 2.815 0.009 0.788 1.005
F -2.701 -0.060 4.572 0.422 0.293 -0.644
H 2.157 -2.473 6.013 -0.470 -0.091 -0.181
H 1.937 -0.879 6.691 0.151 0.129 -0.062
H 3.508 -1.495 6.118 0.139 0.725 -0.501
H 2.501 -1.503 3.730 -0.522 -0.208 -0.186
H 2.499 0.089 4.326 -0.625 0.348 0.159
C 4.342 -2.041 -2.651 0.600 0.580 -0.324
C 4.378 -2.420 -1.209 -1.544 -1.761 -0.748
O 4.367 -1.257 -0.468 0.542 2.154 2.826
C 3.970 -1.298 0.819 -0.423 -0.162 0.437
O 3.510 -2.251 1.415 0.671 0.893 -0.851
C 4.053 0.128 1.567 1.109 -0.459 -0.209
F 4.737 0.041 2.767 -0.774 -0.110 -1.903
F 4.669 1.016 0.759 -0.425 -0.462 0.895
F 2.830 0.549 1.849 0.118 -0.045 -0.227
H 5.266 -1.521 -2.905 -0.002 -0.050 -0.270
H 3.523 -1.342 -2.817 -0.125 -0.148 -0.157
H 4.266 -2.944 -3.256 0.009 0.047 -0.117
H 5.209 -3.096 -1.007 0.033 0.204 0.447
H 3.419 -2.889 -0.990 0.133 -0.741 0.160
C -6.653 4.413 -2.036 -0.087 0.087 -0.804
C -7.073 4.117 -0.602 0.140 1.838 -0.931
O -6.179 3.119 -0.184 -0.520 -4.064 1.726
C -6.709 1.866 0.196 -1.878 2.125 -0.834
O -7.900 1.558 0.167 3.463 0.656 0.139
C -5.585 0.891 0.687 -0.218 1.720 -1.311
F -5.865 0.543 1.901 -0.432 -0.959 1.530
F -5.568 -0.128 -0.143 -0.255 -1.337 -0.389
F -4.347 1.378 0.684 0.198 0.660 -0.035
H -6.895 5.382 -2.471 -0.615 0.131 0.502
H -7.075 3.665 -2.707 0.152 -0.107 -0.054
H -5.567 4.406 -2.130 0.055 -0.369 0.241
H -8.134 3.890 -0.493 0.228 -0.389 0.041
H -6.831 4.985 0.011 -0.195 -0.003 0.180
Cl 2.538 2.756 -4.178 0.039 -0.356 0.167
C 2.046 1.067 -4.517 -0.523 -0.037 -1.106
C 0.515 1.105 -4.822 1.406 -0.733 1.134
Cl 0.008 -0.512 -5.594 0.233 1.432 0.385
H 2.378 0.407 -3.715 -0.549 0.286 0.237
H 2.579 0.731 -5.406 0.014 0.275 -0.086
H 0.311 1.992 -5.422 -0.269 -0.619 -0.449
H 0.022 1.204 -3.855 -0.399 -0.236 -0.331
Cl 1.046 3.211 2.632 0.180 -0.487 0.509
C 1.575 3.796 1.075 -0.636 0.021 -1.512
C 1.850 5.278 1.061 0.227 1.067 0.515
Cl 0.764 6.330 2.079 0.346 -0.613 -0.337
H 0.831 3.500 0.336 -0.383 0.294 0.251
H 2.463 3.297 0.688 0.290 -0.120 0.606
H 1.765 5.761 0.087 0.140 -0.558 -0.126
H 2.867 5.410 1.431 -0.162 0.369 0.118
```
Positions in Å, forces in eV/Å.

Calculated values
Frontier orbital gap (alpha / beta) in Eh: 0.1614 / 0.3246
Lowest unoccupied orbital energy (alpha / beta) in eV: -2.82 / -3.26
2S+1: 2
Calculated total energy in eV: -134620.892
Total charge: +1

***

# 2
DFT (the ωB97M-V functional and the def2-TZVPD basis) results for a structure of composition C17H35CoNO10P2S5Si at a distorted geometry.

Geometry as XYZ:
```
72
Properties=species:S:1:pos:R:3:forces:R:3
Co 0.296 0.927 2.068 1.795 -0.817 0.488
S 5.196 1.236 7.197 0.649 0.031 0.358
C 4.559 1.027 5.690 -0.093 -0.225 -1.137
S 4.280 2.283 4.518 -0.166 -0.054 1.112
C 2.950 1.535 3.695 0.633 -3.698 -0.035
C 2.828 0.109 3.841 2.344 4.088 1.250
S 1.598 -0.845 3.310 -1.648 -1.431 -0.671
S 4.039 -0.491 5.032 -0.720 0.303 0.262
S 1.970 2.488 2.728 -0.529 1.259 -0.518
N -3.722 2.283 3.902 -0.767 0.875 -1.081
C -3.430 1.741 2.502 -0.131 -0.920 0.344
C -4.768 1.653 1.781 -0.200 0.830 0.100
P -2.636 0.053 2.874 2.609 -1.726 -2.122
O -3.795 -0.892 2.177 -0.359 -0.683 1.040
O -2.616 -0.099 4.360 -0.899 0.551 -0.028
O -1.375 -0.257 2.047 -2.945 0.587 1.393
P -2.270 2.912 1.736 5.174 -2.388 0.891
O -2.668 4.244 2.521 -0.836 2.346 0.277
O -2.451 3.091 0.303 -0.791 0.186 -1.240
O -0.885 2.424 2.328 -4.656 2.798 -0.842
H -3.850 1.470 4.520 0.310 -0.060 0.280
H -4.568 2.844 3.696 0.525 -0.240 0.984
H -2.972 2.920 4.204 -0.150 -0.477 0.145
H -5.470 1.005 2.329 0.090 0.292 -0.316
H -4.631 1.298 0.774 0.169 -0.503 -0.232
H -5.158 2.686 1.610 -0.030 -0.526 0.428
H -3.828 -1.767 2.634 0.205 1.059 -0.519
H -2.810 5.037 1.943 0.348 -1.360 0.601
C 1.821 -3.155 -2.502 1.745 0.220 -1.299
C 1.381 -3.223 -1.077 -0.984 1.981 0.325
C 0.378 -4.341 -1.018 -1.147 -0.304 1.990
C 2.483 -3.303 -0.029 0.433 -0.249 -0.115
O 0.629 -1.989 -0.703 0.496 -2.662 -1.108
Si 0.802 -0.420 -1.018 -0.411 3.270 4.289
O 0.890 0.452 0.376 0.124 -1.535 -3.266
O 2.107 -0.130 -1.896 1.352 -0.560 -1.889
C 2.872 0.935 -2.519 -1.746 -1.366 1.463
C 4.291 0.416 -2.363 1.455 1.116 -0.534
C 2.464 1.103 -3.964 0.725 0.958 -0.095
C 2.552 2.147 -1.699 0.553 2.496 1.098
O -0.489 0.158 -1.835 -1.502 -0.083 -0.722
C -1.764 -0.390 -2.208 1.903 -0.198 -0.363
C -2.368 -1.299 -1.144 -0.003 0.752 1.787
C -2.720 0.761 -2.531 -0.174 -1.097 0.252
C -1.484 -1.264 -3.437 -0.551 -1.089 0.206
H 2.446 -4.013 -2.821 -0.581 -0.117 0.370
H 2.475 -2.322 -2.745 -0.026 0.395 0.444
H 0.990 -3.047 -3.182 -0.412 -0.227 -0.137
H 0.794 -5.304 -1.289 0.298 -0.159 -0.149
H -0.527 -4.169 -1.627 0.504 0.171 0.159
H 0.057 -4.411 0.054 -0.026 -0.113 -0.818
H 2.703 -4.372 0.183 0.222 0.598 -0.022
H 2.117 -2.795 0.883 0.283 -0.379 -0.353
H 3.395 -2.760 -0.389 -0.676 -0.523 0.370
H 4.405 -0.441 -3.017 0.001 -0.403 -0.007
H 4.511 0.128 -1.331 -0.272 0.095 -0.187
H 5.103 1.139 -2.690 -0.998 -0.447 0.331
H 2.621 0.233 -4.567 0.148 -0.836 -0.168
H 3.184 1.866 -4.331 -0.762 -0.089 -0.226
H 1.418 1.398 -4.078 0.199 0.244 0.166
H 3.055 2.073 -0.724 -0.294 -0.161 -0.118
H 1.493 2.394 -1.439 0.616 -0.923 -0.568
H 2.945 3.103 -2.122 0.021 -0.615 -0.172
H -2.668 -0.697 -0.245 0.562 -0.501 -0.602
H -1.680 -2.095 -0.806 -0.193 0.602 -0.229
H -3.286 -1.771 -1.453 -0.457 -0.215 -0.617
H -2.927 1.320 -1.627 -0.164 0.045 0.246
H -3.582 0.175 -2.869 -0.524 0.729 -0.054
H -2.422 1.484 -3.284 0.408 -0.264 -0.267
H -0.957 -2.229 -3.177 -0.612 1.079 -0.041
H -0.873 -0.750 -4.152 0.367 0.464 -0.452
H -2.448 -1.509 -3.902 0.171 -0.197 -0.131
```
Positions in Å, forces in eV/Å.

Calculated values
Frontier orbital gap (alpha / beta) in Eh: 0.1232 / 0.1247
Lowest unoccupied orbital energy (alpha / beta) in eV: 3.67 / 3.67
2S+1: 4
Calculated total energy in eV: -158432.985
Total charge: -2

***

> The lowest total charge belongs to which entry?

C17H35CoNO10P2S5Si